[1]
This record from OMol25 describes 2 unconnected molecules or ions with the total composition C6H6N2O2 in a non-equilibrium geometry. The level of theory is wB97M-V/def2-TZVPD.

Geometry (Å):
C1 -2.433 -0.324 0.041
C2 -2.020 1.067 -0.068
C3 -0.720 1.382 -0.073
C4 -0.039 -0.996 -0.170
C5 2.715 -0.305 0.526
C6 3.659 0.208 -0.076
H1 -1.626 -2.223 -0.003
H2 -2.737 1.844 -0.096
H3 -0.359 2.354 -0.030
H4 1.259 0.551 -0.088
H5 1.782 -0.900 0.772
H6 4.522 0.723 -0.599
N1 -1.419 -1.259 -0.143
N2 0.215 0.390 -0.048
O1 -3.601 -0.637 0.229
O2 0.800 -1.877 -0.172

Forces on the atoms, in the same order (eV/Å):
C -1.5 0.5 -0.3
C 0.8 0.0 0.0
C -0.9 -2.2 0.1
C -2.2 1.4 0.6
C 2.0 0.3 -0.9
C -0.6 0.0 0.5
H -0.4 -0.7 -0.1
H -0.8 0.3 0.1
H 0.6 1.6 -0.1
H -1.8 0.6 -0.1
H 2.6 0.7 0.2
H -1.7 -1.0 1.1
N 1.3 0.4 0.1
N 2.4 -1.6 -0.9
O 1.0 -0.4 -0.1
O -0.9 0.1 -0.4

Properties
- Orbital gap: 10.20 eV
- SMILES string: O=c1cc[nH]c(=O)[nH]1.C#C
- Energy above the lowest of the compared OMol25 structures with the same formula, charge and spin: 235.2 kJ/mol
- Net charge: 0
- Multiplicity: 1

Results of the Löwdin charge analysis, in e, for atoms 1 through 8: number 1, C, carries -0.45; number 2, C, carries 0.01; number 3, C, carries -0.07; number 4, C, carries -0.45; number 5, C, carries -0.05; number 6, C, carries 0.03; number 7, H, carries 0.15; number 8, H, carries 0.11


[2]
This record from OMol25 describes C2H4BrN in the gas phase in a non-equilibrium geometry. The level of theory is wB97M-V/def2-TZVPD.

Geometry (Å):
C1 -1.162 0.478 -0.626
C2 0.088 -0.346 0.373
N1 -2.480 0.510 -0.661
Br1 -3.336 1.522 -1.928
H1 -0.545 0.972 -1.285
H2 -0.509 -1.162 0.946
H3 0.417 0.469 1.075
H4 0.795 -0.546 -0.374

Forces on the atoms, in the same order (eV/Å):
C -1.8 -1.6 2.0
C -5.9 1.8 1.2
N 4.2 -1.5 1.9
Br 0.2 0.4 -0.6
H 0.8 1.6 -2.0
H 1.8 1.1 -1.2
H -0.2 -0.9 -0.7
H 1.0 -0.9 -0.7

Properties
- Orbital gap: 10.12 eV
- SMILES string: C/C=N/Br
- Energy above the lowest of the compared OMol25 structures with the same formula, charge and spin: 230.2 kJ/mol
- Net charge: 0
- Multiplicity: 1

The molecule's Löwdin atomic charges, reported in e, are given here: number 1, C, carries -0.24; number 2, C, carries -0.01; number 3, N, carries -0.52; number 4, Br, carries 0.59; number 5, H, carries 0.03; number 6, H, carries 0.08; number 7, H, carries 0.06; number 8, H, carries 0.01


[3]
This record from OMol25 describes C5H5F3N2O in the gas phase in a non-equilibrium geometry. The level of theory is wB97M-V/def2-TZVPD.

Geometry (Å):
C1 -1.471 -0.897 -0.621
C2 -1.258 0.467 -0.741
C3 -1.149 -1.750 0.558
C4 0.927 0.900 0.442
C5 1.789 -0.061 -0.448
N1 -0.729 -1.392 1.649
N2 -0.330 1.223 -0.079
O1 1.465 1.674 1.429
F1 2.925 0.547 -0.841
F2 2.215 -1.097 0.208
F3 1.177 -0.516 -1.576
H1 -2.265 -1.354 -1.216
H2 -1.921 1.016 -1.530
H3 -1.509 -2.802 0.458
H4 -0.639 2.263 0.190
H5 0.771 1.779 2.119

Forces on the atoms, in the same order (eV/Å):
C -0.5 1.6 0.5
C -1.8 -1.8 -1.4
C -0.9 -0.5 -1.9
C -0.9 -1.8 -1.7
C -0.1 1.7 0.3
N 1.0 0.7 1.5
N -0.2 4.1 1.5
O -0.9 -0.4 -0.4
F 0.1 0.8 -0.4
F 0.0 -1.7 1.2
F 0.2 0.8 0.9
H 0.4 0.4 -0.2
H 1.5 -0.8 1.6
H 0.3 0.3 0.0
H 0.9 -3.0 -1.1
H 0.7 -0.2 -0.4

Properties
- Orbital gap (alpha / beta): 8.96 / 7.00 eV
- Energy above the lowest of the compared OMol25 structures with the same formula, charge and spin: 408.3 kJ/mol
- Net charge: 0
- Multiplicity: 1

Results of the Löwdin charge analysis, in e, for atoms 1 through 8: number 1, C, carries -0.10; number 2, C, carries -0.16; number 3, C, carries -0.33; number 4, C, carries -0.23; number 5, C, carries -0.58; number 6, N, carries 0.17; number 7, N, carries 0.03; number 8, O, carries 0.07


[4]
This record from OMol25 describes 5 unconnected molecules or ions with the total composition C2H13O4S in a non-equilibrium geometry. The level of theory is wB97M-V/def2-TZVPD.

Geometry (Å):
C1 -1.191 0.170 -2.212
C2 -1.061 1.089 -0.950
S1 0.605 1.783 -0.755
H1 -0.925 0.746 -3.097
H2 -0.419 -0.559 -1.991
H3 -2.211 -0.183 -2.345
H4 -1.747 1.999 -1.171
H5 -1.275 0.364 -0.116
H6 1.664 -0.222 -0.565
H7 2.954 -0.919 -0.365
O1 2.034 -1.131 -0.575
H8 -2.159 -1.572 -0.031
H9 -1.263 -2.137 1.106
O2 -2.161 -2.174 0.715
H10 -0.408 1.187 2.439
H11 0.593 1.250 1.287
O3 0.545 1.053 2.276
H12 0.376 -0.956 2.035
H13 1.093 -1.707 0.922
O4 0.466 -1.851 1.653

Forces on the atoms, in the same order (eV/Å):
C 1.2 1.2 0.5
C -1.2 0.6 -0.7
S -0.7 0.0 -0.6
H 0.1 -0.2 -0.1
H -0.4 -0.8 -0.8
H 0.1 -0.3 0.3
H 0.8 -1.6 1.2
H -0.2 1.5 -0.3
H -0.1 -0.6 -0.1
H 0.1 -0.5 0.0
O 0.2 1.0 0.1
H 0.1 -0.1 -0.1
H -0.1 0.0 -0.3
O -0.1 0.0 0.2
H 0.5 0.0 0.3
H 0.3 -0.4 1.6
O -0.9 0.3 -1.4
H 0.2 -0.4 0.0
H -0.1 -0.2 0.0
O -0.1 0.6 0.1

Properties
- Orbital gap (alpha / beta): 11.02 / 6.92 eV
- Energy above the lowest of the compared OMol25 structures with the same formula, charge and spin: 45.2 kJ/mol
- Net charge: 0
- Multiplicity: 2

Results of the Löwdin charge analysis, in e, for atoms 1 through 8: number 1, C, carries -0.15; number 2, C, carries -0.61; number 3, S, carries 0.76; number 4, H, carries 0.07; number 5, H, carries 0.06; number 6, H, carries 0.08; number 7, H, carries 0.10; number 8, H, carries 0.06


Question: Which of these has the highest energy above the lowest of the compared OMol25 structures with the same formula, charge and spin?
Answer: C5H5F3N2O


Question: Which value of energy above the lowest of the compared OMol25 structures with the same formula, charge and spin does entry 1 give?
Answer: 235.2 kJ/mol